(1)
{
  "formula": "C14H23NO3",
  "method": "ωB97M-V with the def2-TZVPD basis set",
  "species": ["H", "H", "C", "C", "O", "H", "N", "C", "C", "C", "H", "C", "C", "H", "H", "C", "H", "H", "C", "H", "C", "C", "C", "H", "H", "H", "H", "H", "H", "H", "H", "H", "H", "C", "O", "C", "H", "H", "H", "H", "O"],
  "coordinates": [[1.28775, 0.10542, -3.94904], [-4.16203, -2.37968, -1.71623], [-0.96077, -2.40732, 0.87614], [2.41680, 0.36841, 0.73685], [0.27558, 1.78004, 0.26664], [-1.35113, 1.11919, 1.30515], [-0.15036, -1.25467, 0.60740], [0.03666, -0.23774, 1.68637], [-1.26994, -3.18760, -0.38019], [-3.57773, -2.42859, -0.78399], [0.33261, 2.52365, 2.42626], [0.49657, 1.91647, -1.14031], [1.27696, 1.98987, 2.23764], [2.04307, 2.72445, 1.90954], [-0.44137, -0.80145, -0.29858], [0.42753, 3.17650, -1.61568], [1.36687, -1.50138, 2.79954], [-0.26717, -1.80415, 3.34753], [0.98127, 2.36855, -3.86300], [0.20255, 3.92797, -0.83220], [0.68646, 3.40635, -2.99217], [0.86659, 0.84668, -2.02455], [0.98713, 0.90571, 1.20893], [-1.85070, -4.08524, -0.04955], [2.28986, -0.55287, 0.12496], [0.84827, -0.13600, -1.65183], [-0.33570, -3.32411, -1.05188], [-1.96243, -2.17085, 1.40657], [0.84386, 2.41554, -4.98104], [-0.28152, -3.00741, 1.45862], [-3.91335, -1.48290, -0.32916], [1.54558, 1.53329, 3.15820], [0.54145, 4.31790, -3.44619], [1.06813, 1.01848, -3.35092], [-1.27190, 0.23585, 1.67513], [0.43581, -0.96257, 3.06341], [3.04222, 0.00951, 1.59544], [2.98496, 1.10829, 0.10688], [0.56797, -0.29950, 3.91438], [-3.87793, -3.33407, -0.25184], [-2.17849, -2.44000, -1.20325]],
  "atomic_forces_ev_per_a": [[-0.25, 1.11, 0.19], [0.29, -0.46, 0.03], [-0.38, 0.42, 0.60], [-0.66, -0.75, -0.73], [-0.09, -0.77, -2.32], [0.34, 0.14, -0.11], [2.25, 0.45, -1.89], [-1.43, -1.48, -1.30], [-0.59, 0.53, -0.63], [0.46, 0.58, -1.56], [0.36, 0.02, 0.02], [1.16, -2.23, 0.91], [-0.87, 0.25, 0.36], [-0.49, -0.70, 0.04], [0.14, -0.34, 1.74], [0.22, 1.36, -0.12], [-0.13, 0.44, 0.48], [0.41, 1.35, -0.48], [-0.88, -2.15, -0.64], [0.13, -0.09, -1.06], [-0.24, -2.20, 0.52], [-0.97, 0.77, 1.77], [2.46, 0.67, -0.49], [1.09, 0.01, -0.49], [-0.01, 0.67, 0.24], [0.25, -1.10, 0.59], [-1.55, -0.26, 1.32], [1.45, -0.41, -0.52], [0.75, 0.64, 1.33], [-0.45, -0.83, 0.79], [0.69, -0.43, 0.71], [0.64, -0.21, 0.96], [-0.27, 2.21, -0.51], [0.29, 1.37, -0.96], [-1.72, 1.59, 2.42], [-0.23, -0.80, -1.82], [-0.68, 0.77, -0.47], [-0.66, -0.51, 0.88], [-0.01, 0.11, -0.21], [0.20, 0.19, 0.26], [-0.99, 0.07, 0.18]],
  "gap_ev": 9.0,
  "smiles": "COCCN[C@](C)(O)C(C)(C)Oc1ccccc1",
  "spin_multiplicity": 1,
  "e_above_lowest_kj_mol": 385.4
}

(2)
{
  "formula": "C10H10BrF5OScTe",
  "method": "ωB97M-V with the def2-TZVPD basis set",
  "species": ["H", "C", "Sc", "H", "F", "H", "H", "Te", "C", "H", "H", "O", "C", "F", "F", "C", "C", "F", "C", "H", "H", "C", "C", "C", "F", "C", "Br", "H", "H"],
  "coordinates": [[0.69430, 2.85520, -0.26910], [1.69130, -0.04000, -1.56910], [0.00000, 0.00000, 0.00000], [-0.70030, -0.85280, -2.78010], [-1.05070, 0.31660, 5.73810], [2.22970, 1.39600, 1.36340], [-2.09700, -1.69960, 1.21760], [-0.68640, 0.74600, 3.80230], [-1.22420, -1.74670, -0.82670], [-1.96350, 1.33120, -1.84800], [-2.87650, 0.76590, 0.58570], [-0.30450, 1.19370, 1.78410], [-2.34140, 0.09350, -0.05610], [-0.22350, -1.18690, 3.86830], [-1.22200, 2.65370, 4.03800], [-1.93720, -1.21250, 0.27450], [0.98500, 1.18550, -1.69760], [1.21660, 1.20020, 4.26850], [-1.17480, -0.75900, -1.81990], [0.41510, 1.49800, -2.55380], [2.91620, -0.83670, 0.08800], [1.96790, 1.14370, 0.35340], [1.14740, 1.91110, -0.50930], [2.32250, -0.04040, -0.31670], [-2.57680, 0.25390, 3.36530], [-1.84440, 0.39480, -1.33200], [0.80730, -1.84390, 1.57970], [-0.76380, -2.71670, -0.86570], [1.74630, -0.82660, -2.30080]],
  "atomic_forces_ev_per_a": [[-0.11, 0.13, 0.06], [0.59, 0.62, -0.59], [0.09, -0.41, 2.90], [0.08, 0.02, -0.08], [0.36, 1.36, -2.74], [-0.01, 0.01, 0.13], [-0.01, -0.04, 0.10], [0.81, -0.50, -2.62], [-0.99, -0.29, -0.42], [0.02, 0.08, -0.08], [0.01, 0.14, 0.21], [-0.78, -0.51, 4.63], [-0.56, -0.48, -0.08], [-1.06, 2.86, 0.80], [0.59, -2.49, 0.32], [-1.00, -0.26, -0.27], [0.75, 0.37, -0.62], [-2.69, -0.52, -0.24], [-0.84, -0.32, -0.55], [-0.10, 0.00, -0.07], [0.01, -0.05, 0.06], [0.94, 0.48, -0.29], [0.79, 0.37, -0.28], [0.68, 0.47, -0.13], [2.07, 0.62, 0.94], [-0.59, -0.23, -0.55], [0.91, -1.26, -0.46], [0.07, -0.07, 0.02], [-0.04, -0.07, -0.08]],
  "total_charge": -1,
  "gap_ev": [5.0, 5.0],
  "spin_multiplicity": 1
}

(3)
{
  "formula": "C2H8NOS",
  "method": "ωB97M-V with the def2-TZVPD basis set",
  "species": ["H", "H", "C", "H", "N", "S", "H", "H", "H", "C", "O", "H", "H"],
  "coordinates": [[-2.71269, 0.34699, -2.52402], [0.85307, -1.14973, 0.68217], [-2.27466, -0.38790, -1.84348], [-2.90193, -0.45536, -0.95174], [1.50247, -0.82902, 1.39870], [-0.56070, 0.07471, -1.44586], [2.44088, -0.93586, 1.02732], [1.03633, 1.06776, -0.25186], [1.82457, 0.96264, 2.42814], [1.26354, 0.59733, 1.56231], [1.63852, 1.38089, 0.45802], [-2.30908, -1.35564, -2.35070], [0.19966, 0.68318, 1.81098]],
  "atomic_forces_ev_per_a": [[-0.11, -0.01, 0.06], [0.06, -0.03, -0.12], [0.03, 0.07, -0.07], [-0.04, 0.03, -0.01], [0.06, 0.28, 0.11], [0.17, -0.24, -0.08], [-0.04, -0.12, -0.06], [0.02, 0.45, 0.01], [0.13, 0.02, -0.13], [-0.03, -0.45, 0.56], [-0.24, -0.21, -0.07], [0.00, -0.02, 0.04], [-0.02, 0.23, -0.25]],
  "total_charge": -1,
  "gap_ev": 7.0,
  "spin_multiplicity": 1,
  "e_above_lowest_kj_mol": 32.5
}

no.,molecular weight (g/mol)
1,253.3
2,493.6
3,94.2